# C42H37GeIrN8SSe

A molecular structure, C42H37GeIrN8SSe in a non-equilibrium geometry (ωB97M-V with the def2-TZVPD basis set, the Open Molecules 2025 dataset).

2S+1	2
net charge	-1
electronic energy	-191611.705	eV
expectation value of S²	0.756
ΔE to the lowest compared entry with this formula, charge and spin	2.9	kcal per mole
gap between HOMO and LUMO (spin up / spin down)	5.525 / 5.517	eV

```
91
C42H37GeIrN8SSe, DFT ωB97M-V with the def2-TZVPD basis set
Ir 0.095 -0.436 0.381
N -2.453 -1.308 3.787
C -1.847 -0.907 2.587
S -0.090 -0.732 2.657
N -2.575 -0.745 1.560
N -1.929 -0.315 0.362
C -1.940 -1.483 -0.564
C -1.459 -0.948 -1.882
C -2.010 -1.152 -3.134
C -1.302 -0.747 -4.253
C -0.062 -0.155 -4.091
C 0.415 0.052 -2.804
N -0.274 -0.298 -1.723
H -1.956 -0.966 4.597
H -3.430 -1.050 3.808
H -2.904 -2.004 -0.611
H -2.969 -1.647 -3.217
H -1.703 -0.913 -5.245
H 0.540 0.139 -4.938
H 1.387 0.498 -2.639
Se 6.637 2.521 3.221
N 6.290 1.148 2.120
C 5.007 1.157 1.886
C 4.324 0.187 1.048
C 4.954 -0.882 0.457
C 4.229 -1.779 -0.333
C 2.862 -1.590 -0.417
N 2.217 -0.575 0.151
C 2.920 0.394 0.825
C 2.247 1.515 1.291
N 0.870 1.738 0.850
C 0.047 2.329 1.871
C 0.556 2.951 2.937
C 1.979 3.033 3.165
C 2.790 2.308 2.351
C 4.240 2.213 2.545
N 4.920 3.035 3.290
H 6.016 -1.013 0.622
H 4.691 -2.630 -0.810
H 2.234 -2.300 -0.945
H -1.017 2.180 1.723
H -0.130 3.345 3.677
H 2.386 3.611 3.982
C 0.013 4.420 -1.724
C 1.111 3.855 -0.822
C 1.399 4.844 0.299
C 0.728 2.386 -0.481
H 0.292 5.398 -2.121
H -0.915 4.536 -1.156
H -0.199 3.758 -2.567
H 2.022 3.797 -1.428
H 0.511 5.036 0.902
H 1.719 5.792 -0.143
H 2.184 4.503 0.965
H 1.311 1.745 -1.137
H -0.322 2.231 -0.752
C -0.692 -2.177 -0.056
Ge -0.249 -4.019 0.055
C -1.904 -5.056 0.281
C -2.273 -5.531 1.539
C -3.471 -6.208 1.727
C -4.326 -6.420 0.655
C -3.978 -5.947 -0.602
C -2.778 -5.272 -0.783
C 1.038 -4.587 1.413
C 1.169 -5.951 1.681
C 2.137 -6.418 2.559
C 2.994 -5.521 3.183
C 2.874 -4.163 2.927
C 1.901 -3.701 2.051
C 0.610 -4.520 -1.664
C 1.852 -5.155 -1.698
C 2.502 -5.405 -2.901
C 1.922 -5.019 -4.101
C 0.692 -4.376 -4.088
C 0.052 -4.127 -2.882
H -1.625 -5.357 2.390
H -3.740 -6.561 2.715
H -5.261 -6.947 0.800
H -4.642 -6.103 -1.444
H -2.529 -4.913 -1.775
H 0.511 -6.664 1.193
H 2.224 -7.481 2.755
H 3.751 -5.881 3.869
H 3.536 -3.456 3.411
H 1.806 -2.640 1.874
H 2.328 -5.454 -0.771
H 3.469 -5.895 -2.898
H 2.430 -5.207 -5.039
H 0.236 -4.057 -5.018
H -0.888 -3.584 -2.897
```

Atom charges from the Löwdin analysis, given in e for atoms 1 to 6: number 1, Ir, carries 1.062; number 2, N, carries 0.019; number 3, C, carries -0.855; number 4, S, carries 0.615; number 5, N, carries -0.047; number 6, N, carries -0.221



# C36H87ClN7O6P3

3 unconnected molecules or ions with the total composition C36H87ClN7O6P3 in a non-equilibrium geometry (ωB97M-V with the def2-TZVPD basis set, the Open Molecules 2025 dataset).

net charge	0
electronic energy	-101844.829	eV
SMILES string	CCCCCCCCCCCCC[C@@H](Cl)O[C@@H]([C@H](N)CCCCCCCOC)P(O)O.CN(C)P(=O)(N(C)C)N(C)C.CN(C)P(=O)(N(C)C)N(C)C
ΔE to the lowest compared entry with this formula, charge and spin	35.3	kcal per mole
gap between HOMO and LUMO	8.100	eV

```
140
C36H87ClN7O6P3, DFT ωB97M-V with the def2-TZVPD basis set
C -6.417 -1.030 -11.498
C -5.577 0.215 -11.160
C -4.116 -0.123 -10.821
C -3.937 -0.544 -9.355
C -2.501 -1.037 -9.059
C -1.548 0.106 -8.582
C -0.953 -0.301 -7.216
C 0.128 0.735 -6.821
C 0.974 0.129 -5.654
C 1.197 1.149 -4.502
C 1.108 0.504 -3.104
C 0.717 1.566 -1.999
C 1.964 1.805 -1.139
C 1.812 2.807 0.058
Cl 0.137 3.499 0.084
O 2.154 2.089 1.206
C 1.790 2.686 2.436
C 2.296 1.745 3.598
N 2.884 0.539 3.039
C 1.180 1.530 4.673
C 0.664 0.087 4.810
C -0.299 -0.389 3.702
C -1.379 0.618 3.281
C -2.408 0.969 4.381
C -3.106 2.292 3.973
C -2.242 3.524 4.228
O -2.875 4.710 3.730
C -2.326 5.063 2.472
P 2.611 4.333 2.816
O 1.646 4.877 4.072
O 2.305 5.410 1.584
H -7.406 -0.709 -11.841
H -5.965 -1.622 -12.298
H -6.585 -1.636 -10.604
H -6.064 0.724 -10.319
H -5.610 0.901 -12.013
H -3.511 0.776 -10.990
H -3.766 -0.925 -11.480
H -4.609 -1.383 -9.128
H -4.222 0.286 -8.699
H -2.567 -1.833 -8.311
H -2.091 -1.492 -9.969
H -2.136 1.025 -8.513
H -0.713 0.201 -9.280
H -1.740 -0.281 -6.452
H -0.545 -1.313 -7.264
H -0.368 1.655 -6.499
H 0.750 0.946 -7.695
H 1.940 -0.172 -6.069
H 0.448 -0.752 -5.277
H 0.504 1.987 -4.606
H 2.218 1.536 -4.610
H 0.376 -0.309 -3.091
H 2.086 0.097 -2.831
H 0.426 2.458 -2.554
H -0.109 1.123 -1.445
H 2.820 2.087 -1.758
H 2.208 0.837 -0.690
H 2.499 3.630 -0.146
H 0.704 2.735 2.583
H 3.129 2.254 4.108
H 2.197 -0.055 2.595
H 3.384 0.020 3.748
H 1.608 1.788 5.651
H 0.344 2.223 4.545
H 1.515 -0.595 4.882
H 0.134 0.014 5.766
H 0.215 -0.703 2.784
H -0.809 -1.291 4.066
H -0.974 1.550 2.878
H -1.939 0.155 2.458
H -1.956 1.085 5.370
H -3.193 0.209 4.374
H -3.341 2.264 2.901
H -4.059 2.430 4.494
H -1.269 3.449 3.726
H -2.064 3.683 5.297
H -1.281 5.396 2.581
H -2.328 4.180 1.819
H -2.907 5.866 2.018
H 0.908 5.402 3.719
H 1.763 6.164 1.858
C -3.433 -5.242 -6.786
N -2.183 -4.890 -6.140
C -1.012 -5.142 -6.973
P -1.882 -4.732 -4.447
O -1.048 -3.466 -4.538
N -3.213 -3.975 -3.655
C -4.590 -4.021 -4.104
C -2.961 -2.703 -2.989
N -2.626 -6.274 -4.048
C -2.709 -6.519 -2.584
C -1.910 -7.450 -4.597
H -3.824 -6.226 -6.495
H -3.315 -5.260 -7.870
H -4.204 -4.495 -6.601
H -0.667 -6.185 -6.914
H -0.179 -4.505 -6.671
H -1.212 -4.913 -8.021
H -4.785 -3.282 -4.891
H -5.267 -3.802 -3.272
H -4.875 -5.010 -4.461
H -2.932 -1.869 -3.701
H -2.020 -2.725 -2.444
H -3.746 -2.499 -2.255
H -1.719 -6.532 -2.118
H -3.194 -7.478 -2.394
H -3.309 -5.766 -2.083
H -0.848 -7.442 -4.339
H -2.004 -7.503 -5.681
H -2.349 -8.372 -4.216
C 3.407 2.365 11.100
N 4.107 1.100 10.986
C 4.258 0.404 12.260
P 5.173 0.607 9.729
O 4.735 -0.836 9.627
N 4.608 1.121 8.189
C 3.777 2.281 7.950
C 4.293 0.089 7.211
N 6.165 2.050 9.825
C 7.215 2.103 8.774
C 6.886 2.202 11.110
H 4.071 3.239 11.143
H 2.798 2.390 12.004
H 2.701 2.508 10.283
H 5.129 0.752 12.831
H 4.379 -0.669 12.100
H 3.374 0.525 12.887
H 2.718 2.064 8.140
H 3.864 2.603 6.906
H 4.080 3.143 8.543
H 3.311 -0.360 7.408
H 5.043 -0.698 7.213
H 4.281 0.503 6.198
H 7.904 1.256 8.847
H 7.787 3.027 8.867
H 6.786 2.105 7.776
H 7.459 1.307 11.368
H 6.201 2.423 11.927
H 7.572 3.047 11.061
```

Atom charges from the Löwdin analysis, given in e for atoms 1 to 6: number 1, C, carries -0.120; number 2, C, carries -0.270; number 3, C, carries -0.228; number 4, C, carries -0.222; number 5, C, carries -0.202; number 6, C, carries -0.200



# C34H58Cl22N2O4

A molecular structure, C34H58Cl22N2O4 in a non-equilibrium geometry (ωB97M-V with the def2-TZVPD basis set, the Open Molecules 2025 dataset).

net charge	0
electronic energy	-322854.436	eV
gap between HOMO and LUMO	7.693	eV

```
120
C34H58Cl22N2O4, DFT ωB97M-V with the def2-TZVPD basis set
O -3.530 0.042 0.989
N -2.806 -0.562 0.258
O -1.771 -1.138 0.929
C -2.076 -2.559 1.218
C -2.044 -2.699 2.812
N -2.928 -3.710 3.485
C -2.788 -3.346 4.929
O -3.677 -3.223 5.801
C -1.211 -3.103 5.074
C -0.648 -2.672 3.594
C 0.508 -3.720 3.297
O 1.651 -3.238 2.555
C 2.101 -1.963 2.976
C 2.301 -1.500 4.444
C 2.752 -0.064 4.847
C 2.992 0.963 3.677
C 2.831 0.527 2.194
C 2.385 -0.926 1.829
H -3.109 -2.792 0.791
H -1.254 -3.167 0.684
H -2.533 -1.713 3.182
H -3.920 -3.588 3.214
H -0.739 -4.016 5.577
H -0.862 -2.253 5.779
H -0.444 -1.567 3.757
H 0.917 -4.265 4.233
H 0.045 -4.568 2.659
H 2.108 -2.223 5.319
H 2.880 0.278 5.939
H 3.290 2.036 3.904
H 2.991 1.266 1.281
H 2.248 -1.279 0.743
Cl 4.210 1.602 -2.735
C 2.479 1.205 -2.858
C 1.672 1.815 -1.729
Cl 2.034 1.058 -0.153
H 2.381 0.118 -2.881
H 2.131 1.599 -3.816
H 0.605 1.668 -1.914
H 1.855 2.887 -1.638
Cl 1.240 -7.011 3.632
C 2.820 -6.847 2.823
C 3.952 -6.666 3.815
Cl 3.880 -5.086 4.636
H 2.764 -6.005 2.121
H 2.974 -7.761 2.246
H 4.911 -6.709 3.294
H 3.945 -7.445 4.579
Cl 0.668 4.773 -2.566
C -0.375 4.787 -1.121
C -1.850 4.738 -1.480
Cl -2.403 6.245 -2.255
H -0.133 5.676 -0.536
H -0.106 3.909 -0.531
H -2.449 4.608 -0.577
H -2.071 3.909 -2.156
Cl -5.468 -3.903 1.362
C -6.753 -2.700 1.076
C -7.057 -1.883 2.316
Cl -7.843 -2.855 3.585
H -7.637 -3.228 0.717
H -6.400 -2.046 0.278
H -7.744 -1.073 2.066
H -6.151 -1.443 2.739
Cl 3.519 -4.418 0.859
C 4.669 -5.286 -0.188
C 4.523 -4.895 -1.645
Cl 2.993 -5.478 -2.346
H 4.518 -6.358 -0.042
H 5.671 -5.032 0.165
H 5.330 -5.341 -2.231
H 4.565 -3.813 -1.776
Cl -7.079 0.457 -0.244
C -8.365 1.659 -0.529
C -8.667 2.473 0.711
Cl -9.448 1.495 1.978
H -9.249 1.130 -0.887
H -8.014 2.313 -1.326
H -9.354 3.284 0.466
H -7.761 2.913 1.133
Cl -9.858 3.292 -3.118
C -11.595 2.899 -3.109
C -12.324 3.552 -1.952
Cl -11.869 2.854 -0.375
H -11.697 1.812 -3.086
H -12.004 3.259 -4.055
H -13.400 3.402 -2.062
H -12.133 4.626 -1.914
Cl -1.749 3.650 1.228
C -2.792 3.659 2.674
C -4.263 3.608 2.315
Cl -4.818 5.115 1.542
H -2.550 4.547 3.259
H -2.523 2.780 3.263
H -4.860 3.477 3.220
H -4.483 2.780 1.639
Cl 7.343 2.416 -2.867
C 8.505 1.553 -3.904
C 8.404 1.980 -5.355
Cl 6.882 1.441 -6.109
H 8.332 0.482 -3.788
H 9.501 1.780 -3.520
H 9.218 1.534 -5.930
H 8.468 3.065 -5.459
Cl 12.093 0.058 -3.808
C 12.053 -0.982 -2.362
C 11.045 -2.106 -2.494
Cl 9.367 -1.508 -2.472
H 11.840 -0.351 -1.497
H 13.056 -1.396 -2.242
H 11.146 -2.796 -1.654
H 11.191 -2.670 -3.417
Cl 3.975 7.378 -7.506
C 2.460 6.555 -7.057
C 2.520 5.968 -5.661
Cl 3.642 4.588 -5.560
H 2.255 5.789 -7.806
H 1.666 7.304 -7.110
H 1.534 5.596 -5.373
H 2.831 6.712 -4.925
```

Atom charges from the Löwdin analysis, given in e for atoms 1 to 6: number 1, O, carries 0.032; number 2, N, carries -0.045; number 3, O, carries -0.154; number 4, C, carries -0.084; number 5, C, carries -0.251; number 6, N, carries 0.058



# C2H6O2

2 unconnected molecules or ions with the total composition C2H6O2 in a non-equilibrium geometry (ωB97M-V with the def2-TZVPD basis set, the Open Molecules 2025 dataset).

net charge	0
electronic energy	-6265.236	eV
SMILES string	C=CO.O
ΔE to the lowest compared entry with this formula, charge and spin	23.5	kcal per mole
gap between HOMO and LUMO	9.384	eV

```
10
C2H6O2, DFT ωB97M-V with the def2-TZVPD basis set
C 1.395 -1.071 -0.274
C 1.353 0.280 -0.027
O 0.280 1.143 -0.176
H 2.250 -1.732 -0.242
H 0.521 -1.504 -0.751
H 2.254 0.785 0.341
H -0.485 0.564 -0.421
O -2.245 -0.242 0.361
H -2.173 -0.406 1.284
H -3.130 -0.169 0.121
```

Atom charges from the natural (NBO) analysis, given in e for atoms 1 to 6: number 1, C, carries -0.564; number 2, C, carries 0.165; number 3, O, carries -0.687; number 4, H, carries 0.217; number 5, H, carries 0.189; number 6, H, carries 0.173



# C2H20O9Sr

A molecular structure, C2H20O9Sr (ωB97M-V with the def2-TZVPD basis set, the Open Molecules 2025 dataset).

net charge	+2
electronic energy	-21652.113	eV
ΔE to the lowest compared entry with this formula, charge and spin	0.0	kcal per mole
gap between HOMO and LUMO	10.284	eV

```
32
C2H20O9Sr, DFT ωB97M-V with the def2-TZVPD basis set
Sr -12.437 -27.222 -28.467
O -14.356 -27.065 -26.679
H -14.174 -27.706 -25.982
H -15.187 -26.651 -26.421
O -12.071 -28.941 -26.487
H -11.895 -28.618 -25.594
H -12.084 -29.902 -26.399
O -14.574 -26.722 -29.767
H -14.907 -27.490 -30.244
H -15.076 -25.982 -30.126
O -12.688 -24.489 -28.586
H -13.415 -23.989 -28.197
H -12.563 -24.095 -29.458
O -13.521 -29.731 -29.087
H -14.070 -30.327 -28.564
H -13.814 -29.876 -29.995
O -10.127 -28.366 -28.642
H -9.489 -28.724 -28.014
H -10.201 -29.044 -29.326
O -10.758 -25.962 -26.785
H -10.419 -25.063 -26.872
H -10.151 -26.394 -26.174
C -10.690 -26.458 -31.382
C -9.546 -27.285 -31.897
O -10.029 -28.026 -32.993
O -11.769 -27.323 -30.912
H -11.086 -25.826 -32.183
H -10.419 -25.769 -30.578
H -9.196 -27.942 -31.088
H -8.669 -26.664 -32.100
H -9.408 -27.957 -33.725
H -11.893 -27.928 -31.657
```

Atom charges from the natural (NBO) analysis, given in e for atoms 1 to 6: number 1, Sr, carries 1.865; number 2, O, carries -0.996; number 3, H, carries 0.497; number 4, H, carries 0.514; number 5, O, carries -0.997; number 6, H, carries 0.501



# C45H23BrN10O6Tl

A molecular structure, C45H23BrN10O6Tl (ωB97M-V with the def2-TZVPD basis set, the Open Molecules 2025 dataset).

net charge	-1
electronic energy	-148963.540	eV
gap between HOMO and LUMO (spin up / spin down)	4.998 / 5.026	eV

```
86
C45H23BrN10O6Tl, DFT ωB97M-V with the def2-TZVPD basis set
Tl -0.557 0.126 0.101
C 1.636 -1.983 -5.875
C 1.107 -3.212 -5.471
C 0.340 -3.319 -4.320
C 0.125 -2.165 -3.588
C -0.612 -1.914 -2.341
N -1.264 -2.868 -1.691
C -1.991 -2.626 -0.609
C -2.755 -3.672 0.085
C -2.896 -5.026 -0.154
C -3.708 -5.747 0.711
C -4.358 -5.123 1.777
C -4.215 -3.761 2.009
C -3.399 -3.050 1.148
C -3.019 -1.631 1.093
N -3.464 -0.730 1.919
C -3.179 0.582 1.846
N -2.327 1.201 1.010
C -2.378 2.557 1.209
N -1.735 3.491 0.534
C -0.960 3.270 -0.515
N -0.639 2.059 -1.066
C 0.082 2.244 -2.191
N 0.517 1.311 -3.054
C 0.226 0.044 -2.990
N -0.522 -0.608 -2.034
C 0.649 -0.941 -3.991
C 1.410 -0.827 -5.141
C 0.297 3.663 -2.385
C 0.980 4.382 -3.363
C 0.993 5.758 -3.257
C 0.333 6.411 -2.202
C -0.350 5.701 -1.234
C -0.358 4.311 -1.330
C -3.328 2.822 2.275
C -3.775 3.999 2.868
C -4.719 3.897 3.872
C -5.221 2.650 4.277
C -4.788 1.480 3.682
C -3.833 1.579 2.676
N -2.189 -1.451 0.012
H 2.236 -1.937 -6.775
H 1.308 -4.094 -6.067
H -0.067 -4.265 -3.990
H -2.379 -5.498 -0.980
H -3.836 -6.812 0.565
H -4.982 -5.715 2.435
H -4.707 -3.267 2.836
H 1.823 0.128 -5.438
H 1.487 3.866 -4.167
H 1.528 6.348 -3.990
H 0.366 7.492 -2.151
H -0.862 6.198 -0.420
H -3.385 4.957 2.550
H -5.083 4.794 4.358
H -5.958 2.610 5.069
H -5.169 0.513 3.982
O -0.061 -2.678 1.908
C 0.411 -1.639 2.348
O -0.057 -0.444 2.189
C 1.664 -1.699 3.193
C 2.430 -0.558 3.395
C 3.608 -0.622 4.128
C 4.024 -1.824 4.675
C 3.243 -2.948 4.459
C 2.077 -2.915 3.719
N 3.684 -4.227 5.037
O 2.989 -5.206 4.856
O 4.716 -4.233 5.683
H 2.094 0.369 2.950
H 4.208 0.267 4.271
H 4.932 -1.905 5.253
H 1.495 -3.807 3.538
Br 4.645 4.590 -1.713
C 4.454 2.724 -1.985
C 5.272 2.081 -2.900
N 5.188 0.776 -3.139
C 4.275 0.081 -2.464
C 3.416 0.644 -1.528
C 3.506 2.006 -1.282
C 2.360 -0.207 -0.855
O 2.238 -1.380 -1.180
O 1.658 0.424 0.021
H 6.015 2.640 -3.457
H 4.198 -0.980 -2.669
H 2.842 2.472 -0.568
```

Atom charges from the Löwdin analysis, given in e for atoms 1 to 6: number 1, Tl, carries 1.087; number 2, C, carries -0.080; number 3, C, carries -0.081; number 4, C, carries -0.005; number 5, C, carries -0.098; number 6, C, carries -0.257



What is the electronic energy in the fourth record?
-6265.236 eV